Entry 1:
{
  "formula": "C23H21N2O2",
  "method": "ωB97M-V/def2-TZVPD",
  "elements": ["C", "O", "C", "C", "C", "C", "C", "C", "C", "C", "C", "O", "C", "C", "C", "C", "C", "C", "H", "H", "H", "H", "H", "H", "H", "H", "H", "H", "H", "H", "H", "H", "H", "C", "C", "C", "C", "C", "C", "N", "C", "N", "H", "H", "H", "H", "H", "H"],
  "positions_angstrom": [[0.59718, -4.77993, -4.07561], [0.21511, -3.38036, -4.28360], [0.30626, -2.55215, -3.21222], [-0.26693, -1.26303, -3.35032], [-0.14710, -0.37494, -2.29434], [0.47694, -0.68784, -1.11721], [0.53884, 0.50413, -0.12792], [0.64132, -0.08777, 1.31982], [0.98743, 0.80960, 2.31592], [1.52623, 0.31667, 3.50796], [1.44756, -1.06467, 3.80412], [1.86824, -1.39085, 5.05488], [2.34328, -0.13320, 5.70683], [2.13375, 1.00653, 4.69678], [0.78217, -1.95343, 2.93904], [0.29082, -1.42025, 1.73572], [0.96849, -2.00697, -0.93801], [0.93424, -2.90822, -2.01053], [0.29095, -5.25732, -5.00880], [1.68681, -4.92014, -3.93949], [0.06189, -5.25361, -3.23055], [-0.71265, -0.96573, -4.27941], [-0.57611, 0.61672, -2.42822], [1.45298, 1.22849, -0.34694], [0.95293, 1.90648, 2.14218], [1.73930, -0.00730, 6.62040], [3.40656, -0.27634, 5.97061], [3.09411, 1.49264, 4.46205], [1.42985, 1.75003, 5.09354], [0.71776, -3.01847, 3.21261], [-0.28723, -2.12830, 1.10675], [1.45239, -2.40547, -0.03343], [1.43506, -3.88541, -1.92665], [-1.42749, 4.28125, -2.57080], [-0.70078, 3.18358, -1.96267], [-1.32846, 2.42295, -0.99694], [-2.67196, 2.61712, -0.64953], [-3.38553, 3.68371, -1.23881], [-2.74204, 4.50614, -2.19597], [-2.97312, 1.51564, 0.19544], [-1.87383, 0.77532, 0.32482], [-0.84002, 1.27973, -0.27845], [-0.93159, 4.91844, -3.33164], [0.32690, 2.92086, -2.25795], [-4.41719, 3.93025, -0.99726], [-3.24299, 5.34455, -2.68100], [-3.81322, 1.24085, 0.67246], [-1.76712, -0.12996, 0.88236]],
  "total_charge": 1,
  "de_lowest_kcal_mol": 0.0,
  "homo_lumo_gap_ev": 8.0,
  "e_tot_ev": -31259.417,
  "smiles": "COc1ccc([C@H](c2ccc3c(c2)CCO3)[n+]2c[nH]c3ccccc32)cc1"
}

Entry 2:
{
  "formula": "C25H57N3O2P2Tc",
  "method": "ωB97M-V/def2-TZVPD",
  "elements": ["Tc", "C", "O", "C", "O", "P", "C", "H", "C", "H", "C", "H", "C", "P", "H", "H", "C", "H", "C", "H", "H", "H", "C", "H", "H", "H", "C", "H", "H", "H", "C", "H", "H", "H", "C", "H", "H", "H", "C", "H", "H", "H", "C", "H", "H", "H", "C", "H", "C", "H", "H", "C", "H", "H", "H", "C", "H", "H", "H", "C", "H", "H", "H", "C", "H", "H", "H", "H", "H", "C", "N", "C", "C", "N", "N", "C", "C", "H", "H", "H", "H", "H", "H", "H", "H", "H", "H", "H", "H", "H"],
  "positions_angstrom": [[-1.26200, 0.38943, -0.13220], [-3.00035, 0.97269, -0.59359], [-4.08730, 1.32710, -0.87562], [-1.03055, -0.94197, -1.46891], [-0.89128, -1.77875, -2.28673], [-0.30150, 2.05924, -1.66028], [1.48602, 1.95201, -2.15879], [1.59585, 2.74725, -2.90954], [-1.09175, 2.16004, -3.37394], [-1.32743, 1.09366, -3.55572], [-0.31361, 3.77839, -0.93679], [0.36735, 3.67228, -0.07535], [-2.75317, -0.30087, 3.03044], [-1.93331, -1.20746, 1.61784], [-1.43603, -2.92831, 3.16886], [-1.90857, 0.26023, 3.46355], [-3.18952, -2.50823, 1.13731], [-3.67062, -2.75080, 2.09827], [-2.39727, 2.95980, -3.40447], [-2.21427, 4.04424, -3.37923], [-3.09066, 2.68813, -2.60186], [-2.90150, 2.74258, -4.35928], [-0.19513, 2.65447, -4.52532], [-0.80156, 2.68481, -5.44284], [0.66146, 2.00529, -4.72994], [0.16789, 3.67673, -4.34435], [0.25702, 4.85882, -1.85845], [1.28740, 4.66875, -2.17940], [0.27042, 5.80235, -1.29539], [-0.36957, 5.02194, -2.74383], [-1.68187, 4.19774, -0.39724], [-1.52928, 5.02486, 0.31084], [-2.19304, 3.38978, 0.14180], [-2.33778, 4.55653, -1.20023], [2.43765, 2.27916, -1.00537], [2.56038, 3.36539, -0.88329], [3.43240, 1.85836, -1.21003], [2.08753, 1.87240, -0.04442], [1.80325, 0.62130, -2.84763], [1.71284, -0.21521, -2.14246], [2.84256, 0.64710, -3.20815], [1.14652, 0.40388, -3.69996], [-3.34238, -1.21737, 4.11022], [-2.67280, -2.01438, 4.44782], [-4.28850, -1.66577, 3.77797], [-3.56751, -0.59340, 4.98617], [-3.81046, 0.71694, 2.60840], [-4.69575, 0.22964, 2.17868], [0.23353, -3.09605, 1.84002], [-3.42904, 1.45454, 1.89432], [-4.13320, 1.25820, 3.50926], [-0.01085, -1.40287, 3.69993], [1.21937, -2.61851, 1.81620], [0.35676, -4.07358, 2.32983], [-0.08097, -3.27782, 0.80614], [-0.75193, -2.24097, 2.64400], [0.91408, -1.91890, 3.99423], [-0.60685, -1.25943, 4.61064], [0.27247, -0.40953, 3.32408], [-2.59344, -3.79730, 0.56519], [-2.01794, -3.59670, -0.34950], [-3.42158, -4.46593, 0.29306], [-1.96136, -4.33267, 1.28074], [-4.25791, -1.99648, 0.17108], [-4.76620, -1.08684, 0.50827], [-5.01524, -2.78594, 0.06016], [-3.82849, -1.80861, -0.82361], [1.23756, -0.56664, 0.16800], [-0.31773, 1.56670, 0.57041], [3.32707, -3.08807, -1.65516], [3.80067, -2.47558, -0.41647], [4.91948, -3.14125, 0.24761], [3.08791, -1.50642, 0.17116], [1.80331, -1.30892, -0.24132], [3.62521, -0.69346, 1.09600], [5.06616, -0.49599, 1.19233], [2.81380, 0.09978, 2.02789], [4.13773, -3.70974, -2.04086], [3.07261, -2.32008, -2.40739], [2.45509, -3.74596, -1.49012], [5.86670, -2.61351, 0.07840], [4.74766, -3.24518, 1.32655], [5.00804, -4.14835, -0.17025], [1.28603, -2.05701, -0.68491], [5.52058, -0.55748, 0.19798], [5.25590, 0.50416, 1.59675], [5.52607, -1.23291, 1.86251], [1.74018, -0.05079, 1.85828], [3.02932, -0.19285, 3.06785], [3.03924, 1.17412, 1.92313]],
  "total_charge": 4,
  "homo_lumo_gap_ev": [6.7, 3.9],
  "s_squared": 3.81,
  "e_tot_ev": -56146.896,
  "multiplicity": 4
}

Entry 3:
{
  "formula": "C4H7N3O",
  "method": "ωB97M-V/def2-TZVPD",
  "elements": ["C", "C", "C", "C", "N", "N", "N", "O", "H", "H", "H", "H", "H", "H", "H"],
  "positions_angstrom": [[1.43380, -1.52521, 0.13353], [2.09884, -0.32083, 0.24634], [-0.06171, -0.06979, -0.34663], [-2.31021, -0.13422, 0.17217], [0.10133, -1.36422, -0.40266], [1.12421, 0.55950, 0.03488], [-1.22708, 0.70146, -0.41146], [1.39237, 1.98998, -0.17694], [1.85854, -2.56387, 0.07972], [3.09757, -0.09200, 0.65631], [-3.29951, 0.16458, -0.07613], [-2.04594, -1.19330, 0.04195], [-2.22621, 0.08807, 1.26661], [-1.13772, 1.66589, -0.08772], [1.20172, 2.09396, -1.12998]],
  "total_charge": 0,
  "de_lowest_kcal_mol": 77.2,
  "homo_lumo_gap_ev": 8.6,
  "e_tot_ev": -10776.399,
  "smiles": "CNc1nccn1O"
}